This record from OMol25 describes 3 unconnected molecules or ions with the total composition C4H12O4 in a non-equilibrium geometry. The level of theory is wB97M-V/def2-TZVPD.

Atoms and positions in Å:
1 O 2.49408 -0.87217 -1.67707
2 C 2.22585 -1.15838 -0.53737
3 C 1.18186 -0.33633 0.19658
4 C -0.11928 -0.93936 0.78592
5 C 0.10506 -2.30733 1.40229
6 O -0.58122 -0.04947 1.82127
7 H 2.81248 -1.93618 -0.02302
8 H 0.86127 0.41027 -0.52426
9 H 1.65542 0.06655 1.08859
10 H -0.92961 -0.92734 0.06000
11 H 1.14010 -2.57588 1.58292
12 H -0.56746 -3.02378 0.92293
13 H -0.34149 -2.36989 2.40671
14 H -0.85024 0.79347 1.44251
15 H -3.61260 1.39407 -0.10405
16 H -4.05778 2.51731 -0.91856
17 O -3.81993 2.33580 -0.01318
18 H -0.72099 2.85531 -2.05748
19 H 0.01456 2.23793 -0.91556
20 O -0.08527 2.15298 -1.86753

Computed properties:
Orbital gap   10.0 eV
SMILES   C[C@@H](O)CC=O.O.O
E_HOMO   -0.3592 hartree



This record from OMol25 describes a molecular structure, C4H12O4Tl in a non-equilibrium geometry. The level of theory is wB97M-V/def2-TZVPD.

Atoms and positions in Å:
1 Tl 4.04990 0.72839 1.53780
2 C 2.97599 1.90774 -4.22762
3 C 1.62191 1.17657 -4.08646
4 O 1.17724 1.23992 -2.74974
5 O 4.00269 1.28159 -3.49449
6 H 2.91392 2.96726 -3.97929
7 H 3.24544 1.76940 -5.27469
8 H 1.57043 0.16865 -4.49822
9 H 0.89331 1.63741 -4.75344
10 H 0.35139 1.72501 -2.68454
11 H 4.66645 1.13776 -4.17297
12 C -3.15496 -1.92085 4.23892
13 C -2.65652 -1.05429 3.09503
14 O -1.28315 -1.35654 2.83552
15 O -2.79889 -1.25392 5.47777
16 H -2.77884 -2.94267 4.18878
17 H -4.23074 -2.07406 4.15325
18 H -2.99997 -0.03610 3.27788
19 H -3.08820 -1.22865 2.10946
20 H -1.20339 -2.30978 2.75445
21 H -3.27408 -1.56278 6.25264

Computed properties:
Orbital gap   1.6 eV
E_HOMO   -0.6899 hartree
Total charge   +3



This record from OMol25 describes 2 unconnected molecules or ions with the total composition C4H12OS2 in a non-equilibrium geometry. The level of theory is wB97M-V/def2-TZVPD.

Atoms and positions in Å:
1 C 2.21609 0.35982 0.55024
2 C 1.92713 1.86761 0.79248
3 S 0.22587 2.43980 0.06027
4 S -1.00396 1.12631 0.97812
5 C -1.52532 -0.02169 -0.31755
6 C -2.81033 -0.74129 0.11297
7 H 3.04508 0.19917 1.18822
8 H 1.39010 -0.11685 1.14566
9 H 2.25791 -0.00803 -0.47739
10 H 1.87501 2.06451 1.89922
11 H 2.76823 2.41553 0.26065
12 H -0.70828 -0.62367 -0.47817
13 H -1.68264 0.52336 -1.23026
14 H -3.11548 -1.45333 -0.64886
15 H -2.48032 -1.47177 0.87052
16 H -3.50498 -0.03804 0.45569
17 H -0.38668 -1.83512 -1.66309
18 H 1.12383 -2.32055 -1.45745
19 O 0.38873 -2.36579 -2.04127

Computed properties:
Orbital gap   9.4 eV
SMILES   CCSSCC.O
E_HOMO   -0.3200 hartree



This record from OMol25 describes 2 unconnected molecules or ions with the total composition C4H12PS in a non-equilibrium geometry. The level of theory is wB97M-V/def2-TZVPD.

Atoms and positions in Å:
1 C 0.08690 1.18142 1.27651
2 C 2.78507 -1.12526 0.45872
3 C -0.07321 1.06292 -1.72073
4 C -1.61551 -1.01820 -0.40012
5 P 0.05272 0.01098 -0.19122
6 S -3.02789 -0.36662 0.49564
7 H 0.03461 0.52346 2.15008
8 H -0.99496 1.68760 1.24726
9 H 0.87339 1.92916 1.42639
10 H 2.90792 -2.23718 0.14047
11 H 2.38220 -0.87672 1.40700
12 H 3.06063 -0.28476 -0.19800
13 H -0.21257 0.42724 -2.60323
14 H 0.68291 1.77062 -1.59076
15 H -1.13472 1.62768 -1.68793
16 H -1.64675 -1.03366 -1.42661
17 H -1.30092 -2.03237 -0.18226
18 H -2.85983 -1.24631 1.39880

Computed properties:
Orbital gap (spin up / spin down)   6.5 / 8.1 eV
E_HOMO (spin up / spin down)   -0.4783 / -0.4801 hartree
Total charge   +1



Energy relative to the best compared isomer or geometry (same formula, charge and spin) across the listed records, respectively: 41.1 2.5 22.9 124.2 kcal per mole.
Electronic energy across the listed records, respectively: -12531.310 -17187.772 -28059.873 -24455.930 eV.